# 1
Below is a 7-piece molecular cluster, C42H72BClF9IO15S7 overall in a non-equilibrium geometry, with properties calculated with ωB97M-V/def2-TZVPD.

Its SMILES is C#CC[C@@]1(CCC(F)(F)C(F)(F)S(F)(F)(F)(F)F)OC(=O)[C@](CCCCl)(B(C)O)[C@@H]1CCCI.O=S1(=O)CCCC1.O=S1(=O)CCCC1.O=S1(=O)CCCC1.O=S1(=O)CCCC1.O=S1(=O)CCCC1.O=S1(=O)CCCC1. The electronic energy comes out at -197035.244 eV. The energy relative to the best compared isomer or geometry (same formula, charge and spin) comes out at 28.67 kJ/mol. The calculation puts the HOMO energy at -9.2884 eV.

XYZ file:
```
148
C42H72BClF9IO15S7 ωB97M-V/def2-TZVPD
C 2.32836 1.97385 -1.34295
C 1.66264 0.99836 -1.59350
C 1.11082 -0.19727 -2.20325
C 2.17098 -1.23933 -2.53360
C 2.97889 -1.61844 -1.29107
C 2.16805 -2.54661 -0.37162
C 2.67177 -2.46998 1.04059
F 3.98633 -2.64840 1.14519
F 2.45777 -1.19071 1.46458
C 1.91057 -3.32232 2.07687
F 0.66255 -2.86927 2.11301
F 2.40248 -3.13398 3.27868
S 1.80696 -5.17802 1.74035
F 0.73504 -4.96730 0.61578
F 2.98728 -5.17188 0.71367
F 2.84582 -5.46829 2.89055
F 0.63943 -5.26990 2.81005
F 1.67012 -6.72949 1.53369
O 1.49933 -2.45576 -2.94801
C 2.50261 -3.21908 -3.48668
O 2.54958 -4.42768 -3.39071
C 3.52601 -2.31146 -4.20024
C 3.32887 -2.73077 -5.69394
C 1.86007 -2.80532 -6.18307
C 1.39060 -4.23537 -6.37548
Cl 0.15146 -4.35435 -7.66341
B 5.05270 -2.62683 -3.88898
C 6.22971 -2.21806 -4.89718
O 5.39840 -3.28742 -2.75279
C 2.96906 -0.93907 -3.80427
C 3.84273 0.31033 -3.89163
C 3.13796 1.46751 -4.57965
C 2.78697 1.14425 -6.04037
I 0.68480 1.50647 -6.40276
H 2.90482 2.81323 -1.08766
H 0.35872 -0.59295 -1.52630
H 0.60176 0.09446 -3.11841
H 3.90874 -2.12469 -1.53593
H 3.25684 -0.73891 -0.72373
H 2.19031 -3.54553 -0.78005
H 1.15426 -2.17078 -0.33671
H 3.75307 -3.72553 -5.78037
H 3.87412 -2.06205 -6.34783
H 1.16411 -2.22823 -5.58388
H 1.83937 -2.36302 -7.17396
H 0.93414 -4.63774 -5.48322
H 2.20822 -4.89512 -6.62134
H 7.05674 -1.91103 -4.27017
H 5.86937 -1.42597 -5.54280
H 6.46893 -3.12307 -5.44720
H 6.32579 -3.12818 -2.54249
H 2.18221 -0.79311 -4.54908
H 4.13379 0.61292 -2.89083
H 4.75252 0.12710 -4.45473
H 2.24210 1.77426 -4.06173
H 3.80819 2.32238 -4.57434
H 3.35628 1.72291 -6.75082
H 2.91681 0.09704 -6.28446
O -4.11170 -8.71951 -1.49301
S -3.77878 -7.40720 -1.00170
O -4.12601 -6.22028 -1.73742
C -4.37812 -7.25998 0.67889
C -3.22679 -7.77462 1.53673
C -1.95158 -7.17524 0.92981
C -2.02909 -7.37273 -0.58955
H -5.29453 -7.83495 0.78808
H -4.57198 -6.20446 0.86716
H -3.35011 -7.49099 2.58101
H -3.18350 -8.86480 1.48617
H -1.90531 -6.10902 1.16048
H -1.05416 -7.63641 1.33945
H -1.55447 -6.56096 -1.13508
H -1.59846 -8.32427 -0.89495
O -3.77923 3.79335 -0.61507
S -2.90888 2.64516 -0.54380
O -2.83163 1.68819 -1.62071
C -1.26495 3.20865 -0.13498
C -1.23783 3.21381 1.39037
C -1.93117 1.91510 1.82490
C -3.21799 1.78601 1.00348
H -1.09553 4.18921 -0.57652
H -0.55223 2.49055 -0.53863
H -0.21819 3.27526 1.77000
H -1.79315 4.07466 1.77143
H -1.27435 1.06551 1.61827
H -2.14779 1.91127 2.89074
H -3.46654 0.75002 0.78770
H -4.05790 2.27371 1.49533
O -3.33074 2.45460 4.73994
S -3.02782 3.75332 5.29930
O -3.23295 4.96386 4.54550
C -3.84150 3.88934 6.88178
C -2.83371 3.32134 7.87406
C -1.46951 3.88987 7.45774
C -1.34690 3.72135 5.93753
H -4.77784 3.34320 6.86034
H -4.02761 4.94677 7.06685
H -3.09104 3.58950 8.89681
H -2.81732 2.23132 7.80596
H -1.42303 4.94988 7.71529
H -0.64953 3.39202 7.97336
H -0.78016 4.52722 5.47793
H -0.90830 2.76086 5.67230
O -6.39852 2.77333 8.33548
S -6.83422 1.39657 8.35487
O -6.00546 0.36167 8.91459
C -8.46208 1.32452 9.09229
C -9.41606 1.51397 7.91666
C -8.85196 0.65551 6.77628
C -7.34513 0.93245 6.69546
H -8.54994 2.09530 9.85430
H -8.57526 0.33822 9.54090
H -10.43213 1.22325 8.17831
H -9.43257 2.56371 7.61587
H -9.02118 -0.40006 6.99734
H -9.34017 0.87296 5.82783
H -6.78017 0.05707 6.38649
H -7.12316 1.76772 6.03363
O -2.52757 7.77689 -3.92962
S -3.27708 7.51601 -2.72594
O -2.62321 7.18862 -1.48537
C -4.40095 8.88210 -2.44980
C -5.66233 8.48936 -3.21291
C -5.88480 7.00012 -2.91305
C -4.53660 6.28892 -3.08458
H -3.94600 9.80412 -2.80394
H -4.58915 8.94212 -1.37834
H -6.51537 9.09599 -2.91130
H -5.50898 8.63242 -4.28484
H -6.23288 6.88442 -1.88477
H -6.64111 6.56559 -3.56506
H -4.42132 5.45348 -2.39582
H -4.38742 5.95011 -4.10795
O 7.76437 0.09722 -0.53915
S 8.46597 -0.63436 -1.55833
O 7.82686 -1.71222 -2.28059
C 9.15619 0.52704 -2.72997
C 10.53097 0.86090 -2.15932
C 11.12369 -0.47357 -1.68726
C 10.03349 -1.20477 -0.89317
H 8.49743 1.38795 -2.81616
H 9.23810 0.01912 -3.69109
H 11.16265 1.34420 -2.90251
H 10.42699 1.54101 -1.31137
H 11.41095 -1.07080 -2.55476
H 12.01614 -0.32748 -1.08133
H 10.09443 -2.28398 -1.00775
H 10.05654 -0.94301 0.16264
```


# 2
Below is C54H42N6ORu as an isolated structure in a non-equilibrium geometry, with properties calculated with ωB97M-V/def2-TZVPD.

As for the total charge: +2. The electronic energy comes out at -70236.425 eV. The calculation puts the HOMO energy (spin up / spin down) at -13.0164 / -12.9752 eV.

XYZ file:
```
104
C54H42N6ORu ωB97M-V/def2-TZVPD
Ru -0.48450 -0.10610 0.18310
C -3.18830 -4.50980 5.69650
C -1.80350 -4.52770 5.61770
C -1.15580 -3.81660 4.62490
C -1.89490 -3.11440 3.67870
C -3.28960 -3.13480 3.73300
C -3.92840 -3.81530 4.75170
C -1.25830 -2.27890 2.64490
C -0.79850 -1.01370 3.04270
C -0.65050 -0.57140 4.39510
C -0.22580 0.72250 4.34440
C -0.16880 1.08860 2.95990
N -0.47310 0.00130 2.18930
C -0.09970 2.41350 2.49990
C -0.41300 2.77880 1.17800
C -0.60920 4.11350 0.70700
C -0.97300 4.02310 -0.60490
C -0.94720 2.63740 -0.94970
C -1.08140 2.15690 -2.25920
C -1.62190 3.06900 -3.27680
C -0.86110 3.60010 -4.31430
C -1.46560 4.39830 -5.26770
C -2.83350 4.63100 -5.22150
C -3.59190 4.09440 -4.19250
C -2.99050 3.33760 -3.20830
C -0.80800 0.84030 -2.66750
N -0.64470 -0.21820 -1.82780
C -0.53220 -1.33340 -2.61790
C -0.57180 -2.65180 -2.15600
C -0.60360 -3.74680 -3.15280
C 0.53320 -4.50140 -3.42710
C 0.49700 -5.49540 -4.39080
C -0.67610 -5.76120 -5.07830
C -1.82100 -5.03910 -4.78190
C -1.78560 -4.03010 -3.83540
C -0.75620 -2.98000 -0.80350
C -1.12920 -4.27630 -0.33380
C -1.43670 -4.14670 0.98760
C -1.19250 -2.78340 1.33860
N -0.77060 -2.09200 0.23560
C -0.54210 -0.94720 -3.99640
C -0.74830 0.39770 -4.02680
N -0.61160 1.89760 0.14890
C 0.13870 3.45870 3.51080
C -0.90930 4.28700 3.91870
C -0.71170 5.21940 4.91910
C 0.54260 5.37470 5.49120
C 1.59170 4.56260 5.08340
C 1.38880 3.59120 4.12050
H -3.68820 -5.04130 6.49000
H -1.22780 -5.09280 6.33410
H -0.07820 -3.82230 4.55550
H -3.86020 -2.58730 2.99750
H -5.00580 -3.80040 4.81500
H -0.85750 -1.15820 5.26890
H -0.03080 1.38250 5.16650
H -0.49300 5.00740 1.28420
H -1.19920 4.81930 -1.28450
H 0.20290 3.41420 -4.34550
H -0.86920 4.82980 -6.05470
H -3.30740 5.22510 -5.98600
H -4.65810 4.25260 -4.15980
H -3.57680 2.90290 -2.41170
H 1.45340 -4.28330 -2.90780
H 1.39010 -6.05980 -4.60890
H -0.69840 -6.52650 -5.83890
H -2.74710 -5.26020 -5.28860
H -2.67690 -3.46600 -3.60800
H -1.18390 -5.15000 -0.95070
H -1.78580 -4.90300 1.66190
H -0.43040 -1.61010 -4.83280
H -0.83880 1.03020 -4.88880
H -1.88850 4.15270 3.48400
H -1.54020 5.82090 5.25920
H 0.70260 6.11530 6.25860
H 2.57090 4.68380 5.52010
H 2.20800 2.96090 3.80750
C 2.47550 -4.74790 0.16050
C 3.43490 -4.04680 -0.80340
N 4.64340 -3.61360 -0.14450
C 5.63270 -4.62660 0.20010
C 5.71750 -4.88560 1.70020
C 4.94470 -2.33610 0.16450
O 5.97260 -2.01230 0.72360
C 3.99960 -1.22890 -0.23920
C 4.54030 -0.16900 -0.96670
C 3.74560 0.92750 -1.25150
C 2.44360 0.94300 -0.78420
N 1.93120 -0.05490 -0.06630
C 2.68830 -1.11530 0.20710
H 1.53680 -4.96960 -0.34000
H 2.27110 -4.12210 1.02610
H 2.90020 -5.68370 0.51130
H 2.94810 -3.18170 -1.26340
H 3.71150 -4.74610 -1.59900
H 6.60650 -4.26800 -0.14670
H 5.37800 -5.54130 -0.33400
H 6.04320 -3.98730 2.21430
H 6.44470 -5.66970 1.88210
H 4.75870 -5.20190 2.10100
H 5.57010 -0.21140 -1.28650
H 4.12960 1.75870 -1.82080
H 1.79550 1.79080 -0.97500
H 2.23790 -1.88160 0.82800
```


Q: Among the records above, which one has the lowest electronic energy?
A: C42H72BClF9IO15S7


Q: Which of these has the lowest electronic energy?
A: C42H72BClF9IO15S7


Q: What is the electronic energy in the first record?
A: -197035.244 eV


Q: Look up the electronic energy of the first one.
A: -197035.244 eV